Version P
Formula: C4H10N4
Source: OMol25
Level of theory: ωB97M-V with the def2-TZVPD basis set

Its LUMO energy is 0.78 eV. The calculation puts the frontier orbital gap at 0.2962 Ha. As for the SMILES: [H]/N=C(N)\C(N)=C(/C)N.

Cartesian coordinates (Å):
N: 2.060 0.744 -0.894
N: -2.162 -0.132 0.364
N: -0.096 -2.066 -0.066
N: 2.064 -0.569 0.967
C: 1.419 -0.057 -0.144
C: -0.867 1.629 -0.686
C: 0.033 -0.721 -0.415
C: -0.911 0.225 -0.161
H: 2.994 -0.192 1.084
H: -0.861 1.643 -1.773
H: -0.853 -2.337 0.550
H: -2.223 -0.981 0.920
H: -2.716 0.629 0.719
H: -1.736 2.208 -0.372
H: 0.008 2.159 -0.315
H: 1.554 0.995 -1.743
H: 0.776 -2.523 0.153
H: 1.517 -0.655 1.810

Mulliken atomic charge list, values in e, 4 entries:
1 N -0.825
2 N -0.524
3 N -0.578
4 N -0.528

---

Version Q
Formula: C4H10N4
Source: OMol25
Level of theory: ωB97M-V with the def2-TZVPD basis set

Its LUMO energy is 0.84 eV. The calculation puts the frontier orbital gap at 0.3432 Ha. As for the SMILES: [H]/N=C(\N)N1CCCN1.

Cartesian coordinates (Å):
N: -1.905 1.106 0.272
N: -0.081 0.053 -0.796
N: -1.721 -1.265 0.183
N: 0.833 -0.994 -0.692
C: -1.262 -0.098 -0.080
C: 1.752 0.636 0.639
C: 1.525 -0.860 0.638
C: 0.867 1.159 -0.560
H: 1.401 1.187 1.552
H: 0.377 2.108 -0.256
H: -2.678 0.934 0.916
H: -1.348 1.857 0.607
H: 2.818 0.896 0.340
H: 0.809 -1.206 1.406
H: 0.302 -1.862 -0.687
H: 2.478 -1.439 0.694
H: -2.731 -1.110 0.395
H: 1.403 1.314 -1.549

Mulliken atomic charge list, values in e, 4 entries:
1 N -0.545
2 N 0.097
3 N -0.697
4 N -0.674

---

Version R
Formula: C4H10N4
Source: OMol25
Level of theory: ωB97M-V with the def2-TZVPD basis set

Its LUMO energy (spin up / spin down) is 0.25 / 0.36 eV. The calculation puts the frontier orbital gap (spin up / spin down) at 0.2528 / 0.2696 Ha.

Cartesian coordinates (Å):
N: -0.292 -1.371 0.806
N: 2.829 -1.020 -1.108
N: -0.349 0.248 -0.989
N: -1.301 -0.468 -1.512
C: -0.553 2.366 1.398
C: 1.603 -1.267 -1.127
C: 0.264 -0.251 0.110
C: -1.182 1.352 0.831
H: 3.090 -0.244 -0.487
H: -1.621 -1.296 -1.010
H: -0.770 -1.032 1.636
H: -1.062 3.192 1.899
H: 1.207 -2.063 -1.779
H: 0.537 2.442 1.385
H: 1.050 0.364 0.530
H: -2.272 1.287 0.800
H: -1.614 -0.201 -2.431
H: 0.434 -2.038 1.047

Mulliken atomic charge list, values in e, 4 entries:
1 N -0.682
2 N -0.695
3 N -0.260
4 N -0.187

---

Version S
Formula: C4H10N4
Source: OMol25
Level of theory: ωB97M-V with the def2-TZVPD basis set

Its LUMO energy is 0.88 eV. The calculation puts the frontier orbital gap at 0.3407 Ha. As for the SMILES: [H]/N=C(\N)CN(C)N=C.

Cartesian coordinates (Å):
N: 0.371 1.535 -1.054
N: 1.292 -0.217 -2.426
N: -0.201 -0.491 0.899
N: -1.398 -0.116 1.441
C: 0.875 -0.719 1.796
C: 0.023 -0.816 -0.499
C: 0.685 0.223 -1.352
C: -2.309 0.309 0.617
H: 0.821 -1.620 -0.536
H: -0.810 -1.129 -1.031
H: 1.671 0.549 -3.083
H: -2.276 0.355 -0.476
H: 0.841 2.302 -1.492
H: 0.074 1.739 -0.126
H: 1.665 0.038 1.708
H: 0.487 -0.754 2.811
H: -3.302 0.468 1.086
H: 1.490 -1.658 1.719

Mulliken atomic charge list, values in e, 4 entries:
1 N -0.357
2 N -0.684
3 N 0.649
4 N -0.673

---

Stability, highest: version P

---

Version P
Formula: C4H10N4
Source: OMol25
Level of theory: ωB97M-V with the def2-TZVPD basis set

Its LUMO energy (spin up / spin down) is 0.91 / 0.91 eV. The calculation puts the frontier orbital gap (spin up / spin down) at 0.2648 / 0.2615 Ha.

Cartesian coordinates (Å):
N: 3.080 0.303 1.055
N: 0.383 0.494 1.490
N: 0.650 -0.955 -1.927
N: 2.662 -0.455 0.238
C: -2.569 0.555 0.255
C: -1.841 -0.052 -0.674
C: 0.467 -0.444 0.459
C: 0.408 -0.073 -0.901
H: -2.334 -0.424 -1.577
H: -3.639 0.757 0.161
H: 0.945 -0.555 -2.805
H: 2.304 0.819 1.606
H: 0.629 0.962 -1.140
H: 0.150 0.097 2.391
H: 0.418 -1.924 -1.765
H: 0.171 1.442 1.205
H: 0.259 -1.470 0.735
H: -2.143 0.924 1.192

Mulliken atomic charge list, values in e, 4 entries:
1 N -0.326
2 N -0.457
3 N -0.357
4 N -0.076

---

Version Q
Formula: C4H10N4
Source: OMol25
Level of theory: ωB97M-V with the def2-TZVPD basis set

Its LUMO energy is 0.93 eV. The calculation puts the frontier orbital gap at 0.3160 Ha. As for the SMILES: CN(N)C1=NNCC1.

Cartesian coordinates (Å):
N: 0.300 2.257 1.085
N: -2.145 -0.410 -1.127
N: -1.339 0.741 -0.565
N: 0.642 0.955 0.665
C: 2.013 0.534 1.045
C: -0.285 0.223 -0.038
C: -1.252 -1.555 -1.236
C: -0.117 -1.260 -0.208
H: -0.108 2.702 0.316
H: -2.548 -0.123 -2.034
H: 2.758 1.032 0.421
H: 2.277 0.687 2.050
H: -0.778 -1.587 -2.261
H: -1.743 -2.467 -0.940
H: -0.358 2.092 1.827
H: 2.198 -0.541 0.931
H: -0.329 -1.785 0.706
H: 0.816 -1.495 -0.637

Mulliken atomic charge list, values in e, 4 entries:
1 N -0.775
2 N -0.386
3 N -0.606
4 N 0.293

---

Version R
Formula: C4H10N4
Source: OMol25
Level of theory: ωB97M-V with the def2-TZVPD basis set

Its LUMO energy (spin up / spin down) is -0.02 / -0.02 eV. The calculation puts the frontier orbital gap (spin up / spin down) at 0.2770 / 0.2769 Ha.

Cartesian coordinates (Å):
N: 0.170 0.411 0.000
N: 2.103 1.180 1.557
N: 1.887 0.626 0.531
N: 1.544 -1.693 0.294
C: 0.013 1.207 -1.208
C: 0.484 -1.346 -0.164
C: -0.690 -2.007 -0.817
C: -0.796 0.691 1.039
H: -1.804 0.434 0.698
H: 0.835 0.990 -1.889
H: -0.941 0.998 -1.702
H: 1.533 0.959 2.388
H: -0.570 0.079 1.915
H: 0.047 2.276 -0.970
H: -0.813 1.755 1.300
H: -0.728 -1.796 -1.889
H: -1.655 -1.680 -0.418
H: -0.620 -3.084 -0.665

Mulliken atomic charge list, values in e, 4 entries:
1 N 0.160
2 N -0.506
3 N 0.297
4 N -0.771

---

Version S
Formula: C4H10N4
Source: OMol25
Level of theory: ωB97M-V with the def2-TZVPD basis set

Its LUMO energy is 0.83 eV. The calculation puts the frontier orbital gap at 0.3672 Ha. As for the SMILES: [H]/N=C(N)/C=N\N(C)C.

Cartesian coordinates (Å):
N: -1.224 1.300 -0.399
N: 1.331 0.164 -0.197
N: 0.605 -1.187 -0.110
N: -2.813 -0.329 0.136
C: -1.651 0.040 -0.136
C: -0.658 -1.101 -0.209
C: 2.717 0.114 -0.638
C: 1.152 0.345 1.356
H: 0.106 0.617 1.627
H: 2.997 1.206 -0.338
H: -0.322 1.467 -0.588
H: -1.239 -2.008 0.042
H: 1.403 -0.575 1.999
H: 3.432 -0.674 -0.269
H: 2.618 0.111 -1.834
H: -3.506 0.382 0.034
H: -1.929 2.073 -0.606
H: 1.784 1.368 1.683

Mulliken atomic charge list, values in e, 4 entries:
1 N -0.336
2 N 0.032
3 N -0.629
4 N -0.652

---

Stability, highest: version Q

---

Version P
Formula: C4H10N4
Source: OMol25
Level of theory: ωB97M-V with the def2-TZVPD basis set

Its LUMO energy is 0.44 eV. The calculation puts the frontier orbital gap at 0.3586 Ha. As for the SMILES: [H]/N=C(/C)NC.N#CN.

Cartesian coordinates (Å):
N: -0.182 1.295 1.979
N: 0.770 -0.929 -0.240
N: -2.068 2.661 1.096
N: -0.288 0.038 -2.104
C: -0.332 -0.584 -0.978
C: -1.685 -0.966 -0.426
C: -1.193 2.036 1.514
C: 2.031 -0.226 -0.295
H: -2.466 -0.336 -0.864
H: 2.702 -0.666 -1.036
H: -0.361 0.302 2.165
H: -1.894 -2.015 -0.649
H: -1.699 -0.830 0.659
H: 1.883 0.835 -0.525
H: 0.725 1.398 1.517
H: 0.679 0.199 -2.384
H: 2.509 -0.279 0.689
H: 0.869 -1.935 -0.117

Mulliken atomic charge list, values in e, 4 entries:
1 N -0.535
2 N -0.152
3 N -0.424
4 N -0.708

---

Version Q
Formula: C4H10N4
Source: OMol25
Level of theory: ωB97M-V with the def2-TZVPD basis set

Its LUMO energy is 0.81 eV. The calculation puts the frontier orbital gap at 0.3418 Ha. As for the SMILES: [H]/N=C1\N[C@@H](C)CN1N.

Cartesian coordinates (Å):
N: 0.010 0.598 -0.969
N: -0.699 0.523 1.092
N: -1.580 2.093 -0.616
N: 0.583 0.975 -2.296
C: 0.983 -0.158 -0.296
C: -0.742 1.193 -0.141
C: 0.396 -0.504 1.083
C: 0.010 -2.155 1.128
H: 1.201 -0.259 1.952
H: 0.273 1.912 -2.179
H: -1.590 0.527 1.476
H: -1.986 2.589 0.162
H: -0.012 0.784 -2.959
H: 0.958 -2.737 1.835
H: 1.328 -1.012 -0.993
H: 1.929 0.279 0.137
H: 0.024 -2.415 -0.105
H: -1.086 -2.232 1.688

Mulliken atomic charge list, values in e, 4 entries:
1 N 0.374
2 N -0.267
3 N -0.782
4 N -0.785

---

Stability, highest: version P